A 2-piece molecular cluster, C4H6F3NO2 overall in a non-equilibrium geometry. Source: the Open Molecules 2025 dataset; level of theory: wB97M-V/def2-TZVPD.

Values from the calculation:
Kohn-Sham gap (eV): 10.98
Multiplicity: 1
ΔE to the lowest compared entry with this formula, charge and spin (kcal/mol): 36.58

The geometry in XYZ format:
```
16
Properties=species:S:1:pos:R:3:forces:R:3
C 2.56091 0.28693 0.21871 -3.2938 -0.2274 -0.4774
C 1.49976 -0.20721 -0.84206 2.8206 1.0343 -1.6382
C -1.65580 0.41242 1.03890 0.4915 -0.4672 -0.8259
C -0.40673 -0.30442 0.63897 -2.7878 -2.5678 -1.3854
N 0.17618 0.14259 -0.46037 -0.4808 0.1347 -1.9210
O 3.42384 -0.42362 0.54144 2.6519 -1.2986 0.5014
O 2.28806 1.40891 0.90034 -2.1154 2.3264 -1.5024
F -1.91229 1.41331 0.16503 0.0416 1.5436 -0.6674
F 0.34407 -0.58417 1.62517 1.4851 -0.6321 1.3727
F -1.12519 -1.97057 0.30774 1.2187 2.4897 0.3503
H 1.70129 -1.32307 -0.99275 -0.3573 1.6445 0.0166
H 1.78459 0.47225 -1.80732 -0.8359 -2.0325 1.9467
H -1.35893 0.75547 1.98848 -0.4846 0.9416 1.5031
H -2.52015 -0.17124 0.97538 -0.9492 -1.4120 0.7001
H -0.48042 0.19819 -1.25287 0.3815 0.2637 0.8124
H 1.51107 1.95120 0.45508 2.2140 -1.7408 1.2146
```
Positions in Å, forces in eV/Å.

natural (NBO) charges in e: number 1, C, carries 0.776; number 2, C, carries -0.348; number 3, C, carries -0.015; number 4, C, carries 0.836; number 5, N, carries -0.632; number 6, O, carries -0.534; number 7, O, carries -0.675; number 8, F, carries -0.346; number 9, F, carries -0.265; number 10, F, carries -0.618; number 11, H, carries 0.256; number 12, H, carries 0.232; number 13, H, carries 0.183; number 14, H, carries 0.223; number 15, H, carries 0.434; number 16, H, carries 0.493